No. 1
Density functional theory data (the ωB97M-V functional and the def2-TZVPD basis) for a 13-piece molecular cluster, C27H45F3N12O29 overall.

Results
* calculated total energy: -4192.6726 a.u.
* relative energy (zero: lowest compared OMol25 entry of this formula, charge and spin): 405.4 kcal/mol
* HOMO: -9.079 eV

Each line ends with the Löwdin charge.
Positions of all 116 atoms, in Å:
F 4.1120 1.1981 0.2256  -0.0021
F 3.6813 1.8615 -2.0248  0.0098
F 2.2776 2.7846 -0.3152  -0.0148
O 3.8022 -4.3480 -3.2148  0.0176
O -6.0483 5.6553 0.5566  0.0084
O -2.7945 -6.3430 4.3504  0.0561
O -1.1609 -9.6335 -2.3886  0.0423
O -5.1276 3.6666 6.5561  0.0745
O 6.1424 -3.8029 -2.7268  -0.0009
O -6.5518 6.9551 -1.1494  0.0623
O -2.4800 -1.2234 3.0126  0.0494
O -1.0175 -5.5242 3.3379  0.0216
O 3.0068 -8.0697 -8.2406  0.0462
O 4.6745 -8.5159 -6.8720  0.0548
O -4.4754 2.5644 1.6154  0.0253
O 6.4960 -1.3196 -2.8118  0.0109
O -2.1371 7.2306 0.6174  0.0309
O 0.3482 2.6514 2.6209  0.0273
O 1.2430 -8.2154 -5.9018  0.0222
O -2.5183 -7.9017 -2.4980  0.0474
O 3.4417 -1.1237 -2.4416  0.0081
O 1.6825 10.1905 2.5703  0.0769
O 0.8344 6.8484 -2.0109  0.0426
O -0.0945 9.3717 3.5827  0.0219
O -6.2524 1.7456 2.6279  0.0505
O -1.8067 -0.9112 -1.0761  -0.0143
O 0.8517 1.3516 4.3270  0.0619
O 2.8157 7.5680 -1.3705  0.0515
O 0.2326 -6.3936 -6.6184  0.0501
O -0.7030 -0.4046 2.0002  0.0238
O -1.1267 5.4088 1.3340  0.0578
O -6.5418 4.7057 5.2243  0.0230
N 1.1141 1.9223 3.2618  -0.3959
N -6.2426 4.1183 6.2705  -0.3932
N -2.0715 -5.4128 3.9747  -0.4112
N -1.7570 -0.2932 2.6369  -0.3644
N -5.7859 6.2261 -0.5085  -0.3927
N 3.8977 -8.8000 -7.7911  -0.4077
N -1.9139 -8.8604 -2.9924  -0.4260
N -1.1841 6.6256 1.1222  -0.3945
N 0.6285 10.3019 3.2070  -0.3990
N -5.5294 2.6757 2.2522  -0.3929
N 2.0263 6.6848 -1.7252  -0.4232
N 1.1857 -6.9986 -6.1137  -0.4190
C 0.3387 -5.1246 0.6595  -0.0101
C -2.1999 1.0839 2.9853  0.0498
C 1.9425 -5.1328 0.2573  0.0058
C -2.1071 -9.1108 -4.4463  0.0402
C 2.5543 5.2968 -1.8182  0.0343
C -0.4711 -3.7031 0.3146  0.0323
C 2.9879 1.5495 -0.7207  -0.1786
C 4.7521 -4.0619 -2.3070  -0.2202
C 7.5225 -2.5294 -0.8118  -0.0251
C 6.6455 -2.5163 -2.2150  -0.2770
C 2.5374 -1.1190 -1.4589  -0.1437
C 4.3450 -3.9819 -0.7209  -0.0740
C 0.1856 11.6790 3.5554  0.0475
C 0.2689 -2.3896 -0.3743  -0.0112
C -0.5217 -0.9509 -0.6910  -0.2070
C -4.4229 6.0130 -1.0660  0.0499
C 4.0445 -10.1421 -8.4164  0.0415
C 2.4771 1.7093 2.7044  0.0431
C 2.7391 -3.8487 -0.4194  -0.0845
C 2.3692 -6.1836 -5.7276  0.0269
C -5.9723 4.0528 2.6005  0.0204
C -0.0006 7.4406 1.5083  0.0383
C 0.4429 0.4055 -0.5281  0.1060
C -7.3266 3.9413 7.2742  0.0465
C 1.9152 0.3193 -0.8749  0.0148
C 1.8956 -2.4825 -0.7509  0.0282
C -2.5144 -4.0357 4.3230  0.0328
H 2.5968 0.6386 2.5268  0.1076
H -4.3032 4.9423 -1.2435  0.1079
H 7.6070 -3.6538 -0.4888  0.0919
H 4.2650 -9.9901 -9.4749  0.1014
H 4.6989 -5.0026 -0.2131  0.1415
H -5.2452 4.7674 2.2093  0.0831
H -2.5697 -3.9729 5.4117  0.1039
H -0.0119 1.4221 -0.1158  0.1449
H -1.6298 -3.5978 0.5787  0.1146
H 3.1010 -10.6743 -8.2796  0.1041
H -2.2552 1.1467 4.0740  0.1128
H 2.5909 -6.1138 0.4569  0.1025
H 2.5682 2.2677 1.7704  0.0607
H -4.3318 6.5714 -1.9999  0.1001
H -3.7047 6.3760 -0.3280  0.0589
H -2.5292 -10.1120 -4.5549  0.1000
H -1.4728 1.7985 2.5941  0.0638
H -0.3329 8.1763 2.2436  0.0518
H 6.8609 -1.9482 -0.0154  0.0976
H 0.9127 12.3936 3.1642  0.0990
H -6.9235 3.4114 8.1398  0.0980
H 1.9765 4.6777 -1.1289  0.0775
H 0.3754 7.9243 0.6044  0.0955
H 3.1953 2.0723 3.4424  0.1090
H 2.7452 -5.6999 -6.6314  0.1031
H 4.8620 -10.6736 -7.9247  0.0961
H -1.7873 -3.3211 3.9318  0.0741
H 0.1303 11.7418 4.6440  0.1040
H 2.0369 -5.4479 -4.9923  0.0920
H -6.9515 4.2095 2.1434  0.1038
H 0.7574 6.7819 1.9371  0.1064
H -7.6771 4.9353 7.5594  0.1034
H -3.1791 1.2406 2.5282  0.0706
H -0.2245 -6.0416 1.1683  0.0989
H 4.8737 -3.0987 -0.1267  0.1242
H 3.6103 5.3011 -1.5402  0.1016
H 8.5618 -2.0014 -0.9310  0.1036
H 3.1272 -6.8423 -5.2987  0.0870
H 2.4287 4.9650 -2.8508  0.1093
H -8.1212 3.3601 6.8019  0.1061
H -3.4936 -3.8791 3.8659  0.1055
H -6.0275 4.1156 3.6892  0.0465
H -2.7901 -8.3588 -4.8467  0.0980
H -0.7936 11.8356 3.0982  0.1061
H -1.1290 -9.0379 -4.9260  0.0811

***

No. 2
Density functional theory data (the ωB97M-V functional and the def2-TZVPD basis) for a 2-piece molecular cluster, C27H45F8N3O13P3S overall.

Results
* net charge: +1
* calculated total energy: -4419.2886 a.u.
* HOMO: -11.026 eV

Each line ends with the Löwdin charge.
Positions of all 100 atoms, in Å:
S 5.0647 1.9178 2.1024  0.7118
P -0.2991 2.4048 2.9727  0.4817
P -3.7568 -0.4860 -0.6738  0.4755
P -1.9725 0.2395 4.2684  0.7985
F -6.4604 2.9292 3.3604  0.1679
F -4.4372 3.6342 1.6485  0.1821
F 1.9681 -1.7735 -0.7838  0.1121
F -4.8913 0.1944 1.8457  0.0710
F -7.5419 1.2822 2.4188  0.1616
F -5.8614 1.7601 0.6569  0.1526
F -3.7297 2.3689 3.2939  0.1075
F 1.0444 -0.0512 3.1115  0.0599
O -5.3920 1.2701 5.1309  0.1256
O -3.5470 0.6974 -1.5147  -0.2223
O 0.2555 2.1882 4.4579  -0.1377
O -5.2536 -0.6869 -0.1635  -0.1086
O -3.4027 -1.9133 -1.3073  -0.1104
O 3.6326 1.7349 2.3034  -0.3577
O 2.8629 -1.4934 -8.6046  -0.2005
O -2.4933 2.8971 0.2889  0.2002
O -1.1846 3.5475 2.7829  -0.1939
O 5.5210 2.2495 0.7818  -0.2928
O 3.3424 -1.5391 0.9019  0.2296
O -6.6271 -0.3695 4.2301  0.1902
O 0.9965 2.4836 2.0594  -0.0966
N 0.3144 0.1777 0.9212  0.0837
N -0.4691 -1.6360 2.3844  0.0586
N -3.1676 -0.7539 4.3653  -0.2308
C 5.9198 0.4728 2.7372  -0.2057
C 1.9937 -2.4225 -7.9733  -0.2299
C 1.1755 -2.5131 -5.5278  -0.2110
C -0.0546 -0.2730 2.2930  -0.4822
C -0.0478 -2.6410 1.3795  -0.2306
C -5.2977 1.4869 1.8521  -0.3162
C -1.0004 -3.8390 1.4305  -0.0514
C 6.7778 0.9808 3.9041  -0.1996
C -0.4917 1.3594 -1.0660  -0.0615
C -4.0602 2.4039 1.9887  -0.3528
C 2.4377 -1.1353 0.2999  -0.4521
C -2.6619 -0.5507 0.7809  -0.1094
C 1.7368 0.1794 0.5789  0.0005
C -0.6709 0.7655 0.2885  -0.0325
C 1.2080 -1.7259 -6.8502  -0.1691
C -0.8330 -0.3489 -3.0263  -0.1983
C -2.7910 2.0744 1.0710  -0.2279
C -1.1634 0.7382 2.6273  -0.3205
C -6.1468 0.7039 4.1907  -0.4634
C 5.6707 3.0803 3.3142  -0.2158
C -1.9349 0.7678 1.2268  -0.1836
C 6.0648 2.2035 4.4998  -0.2102
C -0.2099 -0.6692 -4.3932  -0.2028
C 2.8890 -1.5858 -10.0151  -0.1144
C 1.0139 -1.6030 -4.3031  -0.2173
C -6.3750 1.6448 2.9780  -0.3511
C 0.1384 0.4857 -2.1823  -0.1576
H 0.9788 -2.9732 1.5661  0.1182
H 3.6461 -0.8848 -10.3687  0.0875
H -3.4592 -1.1725 3.4972  -0.0362
H 1.8464 2.2316 2.4727  0.0505
H 0.0805 0.2735 -4.8706  0.1166
H 6.9220 0.1973 4.6453  0.1197
H 2.2316 0.6105 1.4472  0.0827
H 6.5015 0.0482 1.9231  0.1110
H 0.1795 -1.5852 -7.1959  0.1106
H -1.7891 0.1575 -3.1452  0.0994
H 6.7011 2.7476 5.1948  0.1216
H 5.1618 -0.2398 3.0568  0.1043
H 3.1492 -2.5987 -10.3498  0.0884
H -0.9962 -1.3153 -2.5241  0.1061
H 0.9312 -2.2171 -3.3944  0.1013
H 1.6589 -0.7397 -6.6990  0.1181
H -1.9055 -1.2748 0.4808  0.0717
H 1.3117 -2.8502 -8.7196  0.1178
H -0.0785 -2.1915 0.3859  0.0961
H -3.2097 -1.0421 1.5801  0.0898
H 2.5937 -3.2490 -7.5662  0.1187
H -5.3799 0.6474 5.8820  0.1490
H 5.1712 1.8868 5.0422  0.1196
H -2.2391 1.4703 4.8693  0.0175
H -0.1316 -1.9614 3.2893  0.1442
H 0.6537 1.1881 -2.8492  0.1315
H -0.9771 -1.1336 -5.0257  0.1170
H 6.5329 3.5749 2.8679  0.1163
H 0.3489 -3.2361 -5.5369  0.1167
H 0.1321 3.0179 4.9534  0.1192
H 1.9160 0.8581 -0.2593  0.1594
H 7.7632 1.2724 3.5383  0.1225
H 2.1103 -3.0787 -5.4290  0.1080
H -1.4164 1.8063 -1.4076  0.1076
H 0.9107 -0.1766 -1.8003  0.0753
H -1.4407 -3.9396 2.4251  0.0840
H -4.1911 -2.4417 -1.5024  0.1041
H 1.9314 -1.0044 -4.2157  0.1171
H -5.8544 -0.0870 -0.6365  0.1100
H 4.8925 3.8092 3.5283  0.1117
H -1.8257 -3.7101 0.7226  0.0684
H -0.4807 -4.7595 1.1561  0.0842
H 0.2015 2.1992 -0.8738  0.1592
H 1.9181 -1.3087 -10.4478  0.0891
H -0.8036 -0.1400 4.9497  0.0223

***

no.,strongest force on any atom (eV/A),frontier orbital gap (eV)
1,9.3,7.1
2,1.9,7.2